# 1
{
  "formula": "C27H28AuN2Si",
  "method": "wB97M-V/def2-TZVPD",
  "fmax_ha_per_bohr": 0.0525,
  "relative_energy_kj_mol": 123.5,
  "s_squared": 2.045,
  "multiplicity": 3,
  "homo_ev": [-9.869, -9.570],
  "total_charge": 1,
  "energy_ha": -1579.8802,
  "species": ["C", "C", "C", "H", "C", "C", "H", "H", "H", "H", "Au", "C", "H", "H", "H", "Si", "C", "C", "H", "C", "H", "C", "H", "C", "H", "C", "H", "C", "C", "H", "C", "H", "C", "H", "C", "H", "C", "H", "H", "H", "N", "C", "C", "C", "C", "C", "C", "C", "C", "N", "C", "H", "H", "H", "H", "H", "H", "H", "H"],
  "positions_angstrom": [[-0.35, -1.90, 3.59], [0.31, -2.70, 2.62], [1.43, -1.96, 2.12], [0.02, -3.72, 2.38], [1.42, -0.64, 2.81], [0.32, -0.67, 3.72], [0.06, 0.10, 4.45], [-1.21, -2.21, 4.19], [2.31, -2.40, 1.65], [2.26, 0.06, 2.84], [0.83, -0.36, 0.76], [0.22, 0.90, -0.77], [1.11, 1.54, -0.91], [-0.70, 1.39, -0.49], [0.07, -0.15, -1.24], [0.75, 0.89, -2.85], [0.46, -0.55, -4.09], [0.85, -1.89, -3.88], [1.49, -2.13, -3.03], [0.45, -2.91, -4.77], [0.77, -3.93, -4.59], [-0.31, -2.59, -5.89], [-0.62, -3.38, -6.58], [-0.66, -1.26, -6.15], [-1.19, -1.00, -7.06], [-0.27, -0.25, -5.26], [-0.52, 0.80, -5.47], [2.71, 0.95, -2.75], [3.45, 0.37, -3.79], [2.94, -0.03, -4.66], [4.86, 0.34, -3.77], [5.40, -0.09, -4.61], [5.56, 0.91, -2.69], [6.65, 0.87, -2.67], [4.84, 1.59, -1.70], [5.39, 2.11, -0.91], [3.44, 1.65, -1.76], [2.93, 2.30, -1.04], [-0.76, 1.13, -2.64], [0.64, 2.29, -3.41], [-2.63, -1.00, 1.74], [-3.36, -0.33, 2.65], [-4.54, -0.82, 3.23], [-5.10, -0.15, 4.33], [-4.53, 0.99, 4.87], [-3.35, 1.55, 4.29], [-2.62, 2.63, 4.84], [-1.41, 3.00, 4.27], [-0.97, 2.30, 3.12], [-1.67, 1.33, 2.54], [-2.81, 0.92, 3.13], [-2.92, -1.90, 1.38], [-1.71, -0.66, 1.48], [-4.98, -1.73, 2.83], [-6.01, -0.55, 4.78], [-4.94, 1.46, 5.76], [-3.00, 3.15, 5.73], [-0.79, 3.79, 4.67], [-0.01, 2.53, 2.67]],
  "mulliken_charge": [-0.29, -0.93, -0.50, 0.44, -0.89, -0.63, 0.59, 0.55, 0.63, 0.71, 0.32, -0.58, -0.19, 0.57, 0.26, 0.46, 0.05, 0.14, 0.40, -0.68, 0.38, -0.39, 0.38, -0.52, 0.37, -0.48, 0.31, 0.46, -0.29, 0.36, -0.63, 0.38, -0.40, 0.37, -0.62, 0.37, -0.29, 0.31, -0.03, -0.21, -0.01, 0.70, -0.79, -0.55, -0.76, 0.71, -0.69, -0.74, -0.18, -0.03, 0.62, 0.27, -0.22, 0.38, 0.40, 0.42, 0.41, 0.43, 0.39]
}

***

# 2
{
  "formula": "C27H28BCoF4N9O",
  "method": "wB97M-V/def2-TZVPD",
  "fmax_ha_per_bohr": 0.0269,
  "relative_energy_kj_mol": 101.3,
  "s_squared": 0.756,
  "multiplicity": 2,
  "homo_ev": [-8.728, -8.698],
  "energy_ha": -3421.0853,
  "species": ["Co", "C", "C", "C", "C", "C", "C", "N", "C", "C", "C", "C", "C", "N", "C", "C", "C", "C", "C", "C", "N", "H", "H", "H", "H", "H", "H", "H", "H", "H", "H", "H", "H", "H", "H", "H", "N", "C", "C", "N", "C", "C", "N", "H", "H", "H", "H", "H", "N", "C", "N", "C", "N", "F", "B", "F", "F", "F", "C", "C", "C", "O", "C", "H", "H", "H", "H", "H", "H", "H", "H"],
  "positions_angstrom": [[-0.66, 0.36, -0.28], [0.46, 3.30, -2.12], [0.61, 2.00, -2.84], [0.79, 1.95, -4.22], [0.97, 0.73, -4.84], [1.03, -0.42, -4.06], [0.84, -0.30, -2.70], [0.59, 0.88, -2.11], [0.94, -1.48, -1.77], [1.23, -2.74, -2.25], [1.26, -3.79, -1.35], [1.08, -3.54, -0.01], [0.86, -2.23, 0.42], [0.74, -1.24, -0.47], [0.77, -1.92, 1.89], [0.72, -2.95, 2.82], [0.69, -2.62, 4.17], [0.72, -1.29, 4.53], [0.77, -0.32, 3.53], [0.81, 1.14, 3.88], [0.79, -0.64, 2.24], [0.52, 4.14, -2.82], [1.25, 3.41, -1.37], [-0.48, 3.36, -1.58], [0.77, 2.87, -4.79], [1.09, 0.67, -5.91], [1.21, -1.38, -4.52], [1.40, -2.92, -3.30], [1.43, -4.80, -1.70], [1.14, -4.35, 0.69], [0.70, -3.99, 2.53], [0.64, -3.40, 4.92], [0.70, -1.00, 5.57], [0.82, 1.28, 4.96], [-0.06, 1.65, 3.47], [1.68, 1.62, 3.44], [-3.44, 2.71, -4.27], [-3.23, 2.73, -2.91], [-2.52, 1.70, -2.28], [-2.28, 1.73, -0.98], [-2.76, 2.76, -0.28], [-3.47, 3.76, -0.92], [-3.70, 3.76, -2.23], [-3.35, 1.84, -4.76], [-4.13, 3.36, -4.62], [-2.15, 0.86, -2.85], [-2.55, 2.81, 0.78], [-3.84, 4.61, -0.35], [-1.70, -0.87, -1.31], [-2.34, -1.66, -1.88], [-3.08, -2.46, -2.54], [-2.94, -3.77, -2.63], [-2.87, -4.93, -2.74], [-0.98, 3.26, 2.48], [-0.08, 3.39, 1.40], [1.23, 3.58, 1.80], [-0.50, 4.36, 0.50], [-0.14, 2.07, 0.69], [-4.06, 0.17, 2.27], [-4.08, -1.12, 1.43], [-2.65, -1.61, 1.54], [-1.89, -0.39, 1.49], [-2.57, 0.51, 2.39], [-4.50, 0.01, 3.26], [-4.62, 0.97, 1.79], [-4.30, -0.90, 0.38], [-4.81, -1.86, 1.78], [-2.32, -2.25, 0.72], [-2.45, -2.11, 2.49], [-2.30, 1.52, 2.12], [-2.20, 0.33, 3.41]],
  "mulliken_charge": [1.18, -1.06, 0.68, -0.85, -0.96, -0.62, 0.71, 0.55, 0.53, -0.45, -1.30, -0.82, 0.67, 0.14, 0.96, -0.85, -0.86, -0.78, 0.70, -1.02, 0.01, 0.45, 0.26, -0.03, 0.44, 0.45, 0.38, 0.38, 0.44, 0.32, 0.35, 0.42, 0.40, 0.43, 0.01, 0.31, -0.46, 0.19, -0.13, 0.59, -0.28, -0.66, -0.67, 0.23, 0.27, 0.03, 0.12, 0.44, 0.31, 0.82, -0.89, 0.41, -0.58, -0.39, -0.24, -0.30, -0.35, 0.01, -0.63, -0.60, -0.81, 0.21, -0.21, 0.33, 0.27, 0.12, 0.47, 0.33, 0.42, -0.38, 0.42]
}

***

# 3
{
  "formula": "C27H28BrCrN3O2P2",
  "method": "wB97M-V/def2-TZVPD",
  "fmax_ha_per_bohr": 0.0553,
  "relative_energy_kj_mol": 134.7,
  "s_squared": 3.798,
  "multiplicity": 4,
  "homo_ev": [-10.369, -10.491],
  "total_charge": 1,
  "energy_ha": -5661.3998,
  "species": ["Cr", "Br", "C", "C", "C", "C", "C", "N", "C", "O", "O", "H", "H", "H", "C", "P", "C", "C", "C", "C", "C", "C", "C", "P", "C", "C", "H", "H", "H", "H", "H", "H", "H", "H", "H", "H", "H", "H", "H", "H", "H", "H", "N", "C", "C", "C", "N", "H", "H", "H", "H", "C", "C", "C", "C", "C", "C", "C", "C", "H", "H", "H", "H", "H"],
  "positions_angstrom": [[-0.62, -0.49, 0.30], [0.03, 3.07, 0.25], [-0.83, 2.30, 1.76], [-1.04, 3.05, 2.91], [-1.83, 2.60, 3.90], [-2.39, 1.31, 3.72], [-2.06, 0.57, 2.65], [-1.22, 1.03, 1.66], [-2.61, -0.79, 2.30], [-3.48, -1.36, 2.94], [-2.00, -1.35, 1.32], [-0.57, 4.03, 2.95], [-1.94, 3.12, 4.85], [-3.05, 0.89, 4.49], [-3.05, -0.82, -2.66], [-2.39, 0.16, -1.25], [-3.87, 0.66, -0.47], [-1.88, 1.57, -2.33], [-2.63, 2.58, -2.91], [-2.10, 3.43, -3.85], [-0.78, 3.26, -4.28], [-0.02, 2.23, -3.69], [-0.54, 1.37, -2.72], [0.48, 0.10, -1.94], [2.15, 0.77, -1.90], [0.62, -1.15, -3.15], [-2.32, -1.09, -3.38], [-3.80, -0.26, -3.15], [-3.61, -1.71, -2.25], [-4.42, 1.34, -1.06], [-3.66, 1.32, 0.37], [-4.43, -0.23, -0.12], [-3.59, 2.79, -2.46], [-2.70, 4.18, -4.35], [-0.34, 3.91, -5.03], [0.99, 2.01, -3.97], [2.35, 0.98, -0.88], [2.26, 1.65, -2.57], [2.76, -0.06, -2.22], [0.52, -0.78, -4.20], [-0.11, -1.94, -2.94], [1.54, -1.67, -3.13], [-1.16, -3.46, -0.19], [-0.68, -4.67, -0.50], [0.66, -4.50, -0.84], [0.87, -3.13, -0.67], [-0.21, -2.51, -0.25], [-1.95, -3.20, 0.42], [-1.19, -5.56, -0.39], [1.38, -5.24, -1.19], [1.84, -2.62, -0.65], [1.21, -0.47, 1.19], [2.21, -0.38, 1.87], [3.46, -0.49, 2.62], [3.45, -1.04, 3.90], [4.64, -1.29, 4.56], [5.82, -0.78, 3.95], [5.79, -0.04, 2.78], [4.61, 0.05, 2.04], [2.53, -1.39, 4.38], [4.71, -1.84, 5.45], [6.82, -0.91, 4.46], [6.80, 0.36, 2.48], [4.58, 0.53, 1.07]],
  "mulliken_charge": [-0.60, 0.00, 0.13, -0.55, -0.54, -0.36, -0.10, 0.56, 0.38, -0.69, -0.22, 0.43, 0.44, 0.50, -1.49, 1.78, -1.57, 0.63, -0.54, -0.65, -0.97, -0.83, -0.68, 2.04, -1.49, -1.72, 0.43, 0.52, 0.39, 0.59, 0.35, 0.38, 0.29, 0.42, 0.42, 0.51, 0.25, 0.48, 0.47, 0.37, 0.30, 0.60, -0.01, -0.43, -0.91, -0.60, 0.69, 0.22, 0.51, 0.42, 0.50, -0.41, 0.39, 0.45, -0.41, -0.68, -0.28, -0.57, -0.38, 0.39, 0.47, 0.29, 0.29, 0.42]
}

***

Copy entry 1 word for word.
{
  "formula": "C27H28AuN2Si",
  "method": "wB97M-V/def2-TZVPD",
  "fmax_ha_per_bohr": 0.0525,
  "relative_energy_kj_mol": 123.5,
  "s_squared": 2.045,
  "multiplicity": 3,
  "homo_ev": [-9.869, -9.570],
  "total_charge": 1,
  "energy_ha": -1579.8802,
  "species": ["C", "C", "C", "H", "C", "C", "H", "H", "H", "H", "Au", "C", "H", "H", "H", "Si", "C", "C", "H", "C", "H", "C", "H", "C", "H", "C", "H", "C", "C", "H", "C", "H", "C", "H", "C", "H", "C", "H", "H", "H", "N", "C", "C", "C", "C", "C", "C", "C", "C", "N", "C", "H", "H", "H", "H", "H", "H", "H", "H"],
  "positions_angstrom": [[-0.35, -1.90, 3.59], [0.31, -2.70, 2.62], [1.43, -1.96, 2.12], [0.02, -3.72, 2.38], [1.42, -0.64, 2.81], [0.32, -0.67, 3.72], [0.06, 0.10, 4.45], [-1.21, -2.21, 4.19], [2.31, -2.40, 1.65], [2.26, 0.06, 2.84], [0.83, -0.36, 0.76], [0.22, 0.90, -0.77], [1.11, 1.54, -0.91], [-0.70, 1.39, -0.49], [0.07, -0.15, -1.24], [0.75, 0.89, -2.85], [0.46, -0.55, -4.09], [0.85, -1.89, -3.88], [1.49, -2.13, -3.03], [0.45, -2.91, -4.77], [0.77, -3.93, -4.59], [-0.31, -2.59, -5.89], [-0.62, -3.38, -6.58], [-0.66, -1.26, -6.15], [-1.19, -1.00, -7.06], [-0.27, -0.25, -5.26], [-0.52, 0.80, -5.47], [2.71, 0.95, -2.75], [3.45, 0.37, -3.79], [2.94, -0.03, -4.66], [4.86, 0.34, -3.77], [5.40, -0.09, -4.61], [5.56, 0.91, -2.69], [6.65, 0.87, -2.67], [4.84, 1.59, -1.70], [5.39, 2.11, -0.91], [3.44, 1.65, -1.76], [2.93, 2.30, -1.04], [-0.76, 1.13, -2.64], [0.64, 2.29, -3.41], [-2.63, -1.00, 1.74], [-3.36, -0.33, 2.65], [-4.54, -0.82, 3.23], [-5.10, -0.15, 4.33], [-4.53, 0.99, 4.87], [-3.35, 1.55, 4.29], [-2.62, 2.63, 4.84], [-1.41, 3.00, 4.27], [-0.97, 2.30, 3.12], [-1.67, 1.33, 2.54], [-2.81, 0.92, 3.13], [-2.92, -1.90, 1.38], [-1.71, -0.66, 1.48], [-4.98, -1.73, 2.83], [-6.01, -0.55, 4.78], [-4.94, 1.46, 5.76], [-3.00, 3.15, 5.73], [-0.79, 3.79, 4.67], [-0.01, 2.53, 2.67]],
  "mulliken_charge": [-0.29, -0.93, -0.50, 0.44, -0.89, -0.63, 0.59, 0.55, 0.63, 0.71, 0.32, -0.58, -0.19, 0.57, 0.26, 0.46, 0.05, 0.14, 0.40, -0.68, 0.38, -0.39, 0.38, -0.52, 0.37, -0.48, 0.31, 0.46, -0.29, 0.36, -0.63, 0.38, -0.40, 0.37, -0.62, 0.37, -0.29, 0.31, -0.03, -0.21, -0.01, 0.70, -0.79, -0.55, -0.76, 0.71, -0.69, -0.74, -0.18, -0.03, 0.62, 0.27, -0.22, 0.38, 0.40, 0.42, 0.41, 0.43, 0.39]
}